1.
# C20H52F2N2O24S6Si2

A structure of composition C20H52F2N2O24S6Si2 (ωB97M-V with the def2-TZVPD basis set, OMol25).

Element x y z (Å)
O 2.78 -3.26 -0.26
N 1.88 -3.90 -0.60
O 0.89 -3.09 -1.28
Si 0.05 -4.02 -2.37
O 1.08 -4.63 -3.47
O -0.73 -5.22 -1.58
Si -2.14 -5.13 -0.75
N -3.26 -3.94 -1.51
C -4.54 -4.47 -1.85
O -5.32 -4.95 -1.10
F -4.76 -4.36 -3.17
C -3.40 -2.66 -1.01
O -4.19 -1.85 -1.36
F -2.46 -2.40 -0.07
H -0.88 -3.11 -3.04
H 0.70 -4.58 -4.35
H -1.87 -4.78 0.64
H -2.80 -6.44 -0.83
O -6.77 3.80 -0.48
S -5.40 4.14 -0.71
O -4.81 3.89 -1.99
O -4.52 3.49 0.43
C -4.68 2.06 0.67
C -4.02 1.20 -0.38
C -5.13 5.83 -0.29
H -5.74 1.84 0.77
H -4.22 1.91 1.65
H -4.51 1.30 -1.34
H -4.08 0.16 -0.08
H -2.97 1.47 -0.51
H -5.56 6.02 0.69
H -5.64 6.42 -1.05
H -4.07 6.03 -0.31
O 0.04 3.26 1.40
S 0.01 3.87 0.10
O 0.42 3.11 -1.04
O 0.81 5.23 0.16
C 2.16 5.20 0.67
C 3.16 4.61 -0.30
C -1.58 4.54 -0.21
H 2.17 4.66 1.62
H 2.40 6.24 0.88
H 2.98 3.55 -0.48
H 4.17 4.72 0.09
H 3.10 5.13 -1.26
H -1.88 5.13 0.66
H -2.26 3.71 -0.35
H -1.54 5.15 -1.11
O 4.18 7.50 -2.43
S 4.20 8.87 -2.03
O 3.55 9.27 -0.82
O 3.68 9.75 -3.24
C 2.39 9.40 -3.81
C 1.23 9.82 -2.94
C 5.86 9.46 -2.02
H 2.38 8.34 -4.02
H 2.37 9.93 -4.76
H 1.20 9.26 -2.01
H 0.29 9.64 -3.47
H 1.29 10.88 -2.69
H 6.34 9.18 -2.95
H 6.35 8.99 -1.17
H 5.84 10.54 -1.90
O -10.98 -1.84 -4.00
S -9.82 -2.23 -4.74
O -9.77 -3.52 -5.36
O -8.54 -2.03 -3.82
C -8.55 -2.65 -2.51
C -8.33 -4.15 -2.56
C -9.42 -1.00 -5.93
H -9.48 -2.39 -2.01
H -7.74 -2.16 -1.98
H -9.17 -4.66 -3.04
H -8.23 -4.53 -1.55
H -7.43 -4.39 -3.12
H -9.43 -0.03 -5.45
H -10.19 -1.06 -6.70
H -8.45 -1.23 -6.35
O 1.44 -6.20 2.49
S 2.86 -6.13 2.70
O 3.75 -6.59 1.67
O 3.20 -6.87 4.06
C 2.71 -8.22 4.22
C 3.50 -9.24 3.43
C 3.32 -4.52 3.19
H 1.65 -8.25 3.97
H 2.80 -8.41 5.29
H 3.37 -9.10 2.36
H 3.17 -10.25 3.69
H 4.57 -9.15 3.65
H 2.66 -4.18 3.99
H 3.22 -3.87 2.32
H 4.36 -4.53 3.52
O 6.58 -2.90 4.14
S 7.85 -3.49 4.45
O 7.90 -4.65 5.29
O 8.80 -2.37 5.02
C 8.33 -1.59 6.14
C 8.38 -2.34 7.45
C 8.73 -3.81 2.96
H 7.32 -1.22 5.92
H 8.99 -0.72 6.17
H 7.67 -3.17 7.46
H 8.12 -1.67 8.27
H 9.37 -2.75 7.62
H 8.70 -2.92 2.34
H 8.22 -4.63 2.47
H 9.75 -4.08 3.21

E	-5876.44027	Eh
frontier orbital gap	0.3887	hartree
HOMO	-10.6	eV

***

2.
# C20H52N2O7PS7

A cluster of 7 separate species, C20H52N2O7PS7 in total (ωB97M-V with the def2-TZVPD basis set, OMol25).

Element x y z (Å)
C -3.57 4.09 -4.32
C -4.99 3.80 -3.63
C -5.16 2.24 -3.26
C -4.42 2.03 -1.87
C -3.90 0.54 -1.63
C -2.56 0.68 -0.80
N -1.30 0.44 -1.33
C -0.38 0.72 -0.24
C -1.18 1.14 0.91
S -0.60 1.66 2.55
N -2.57 1.09 0.53
P -3.91 1.54 1.58
O -5.23 0.92 1.20
H -2.98 3.13 -4.38
H -3.79 4.53 -5.33
H -2.96 4.78 -3.66
H -5.86 4.21 -4.20
H -4.97 4.34 -2.63
H -6.26 1.99 -3.11
H -4.79 1.57 -4.09
H -5.03 2.45 -1.00
H -3.49 2.69 -1.91
H -4.67 -0.04 -1.03
H -3.70 -0.02 -2.59
H -1.06 0.14 -2.29
H 0.74 0.66 -0.26
H -0.71 3.05 2.56
H -3.98 2.98 1.53
H -3.67 1.21 2.95
C 2.80 -0.79 -2.41
S 1.86 -1.85 -3.51
O 0.46 -1.30 -3.60
C 1.80 -3.27 -2.40
H 2.92 0.18 -2.88
H 2.26 -0.67 -1.46
H 3.78 -1.23 -2.22
H 1.33 -2.99 -1.46
H 2.81 -3.63 -2.22
H 1.22 -4.06 -2.88
C 2.54 1.08 6.95
S 2.78 -0.32 5.84
O 4.23 -0.36 5.49
C 1.91 0.42 4.43
H 3.04 0.86 7.89
H 2.97 1.99 6.52
H 1.47 1.22 7.13
H 2.38 1.36 4.15
H 0.87 0.58 4.69
H 1.97 -0.28 3.59
C 2.51 -5.56 6.99
S 1.85 -4.09 6.18
O 1.69 -3.04 7.23
C 0.22 -4.78 5.85
H 3.53 -5.35 7.32
H 1.90 -5.82 7.85
H 2.53 -6.39 6.28
H -0.25 -5.08 6.78
H 0.31 -5.63 5.18
H -0.39 -4.01 5.37
C -0.24 -6.84 -1.19
S 1.46 -6.82 -0.59
O 2.23 -5.87 -1.45
C 1.88 -8.49 -1.12
H -0.69 -5.87 -1.00
H -0.25 -7.04 -2.27
H -0.80 -7.61 -0.66
H 1.73 -8.58 -2.20
H 1.25 -9.20 -0.60
H 2.92 -8.68 -0.88
C 6.95 0.68 -5.65
S 5.85 0.66 -4.22
O 4.83 -0.40 -4.45
C 5.07 2.25 -4.56
H 7.52 -0.25 -5.66
H 6.36 0.76 -6.57
H 7.64 1.53 -5.57
H 4.60 2.23 -5.55
H 5.82 3.04 -4.52
H 4.31 2.43 -3.80
C -2.05 5.78 0.81
S -3.75 5.89 0.23
O -3.73 5.83 -1.26
C -4.00 7.62 0.69
H -1.67 4.78 0.58
H -1.43 6.53 0.30
H -2.02 5.95 1.89
H -3.26 8.24 0.19
H -3.90 7.72 1.77
H -5.00 7.92 0.38

net charge	+1
E	-4557.63035	Eh
frontier orbital gap	0.2576	hartree
HOMO	-10.1	eV

***

3.
# C20H52N5NaO8Pb

A structure of composition C20H52N5NaO8Pb (ωB97M-V with the def2-TZVPD basis set, OMol25).

Element x y z (Å)
Na -5.24 0.30 -0.17
Pb -2.41 3.96 -4.24
C -1.02 1.74 2.39
O -1.36 2.30 1.18
H -0.16 2.21 2.87
H -1.90 1.79 3.03
H -0.88 0.66 2.36
C -4.42 -6.78 -2.65
O -5.25 -6.99 -1.43
C -4.70 -6.59 -0.19
C -4.80 -5.11 -0.16
N -6.18 -4.65 -0.38
C -7.21 -5.25 0.54
C -6.84 -4.97 2.01
O -6.50 -3.57 2.34
C -7.53 -2.65 2.27
H -4.93 -7.27 -3.47
H -3.43 -7.25 -2.56
H -4.31 -5.72 -2.88
H -3.64 -6.78 -0.04
H -5.21 -7.00 0.69
H -4.28 -4.49 -0.89
H -4.26 -4.57 0.62
H -6.22 -4.73 -1.39
H -7.33 -6.31 0.31
H -8.15 -4.77 0.24
H -6.05 -5.66 2.29
H -7.59 -5.37 2.70
H -8.01 -2.79 1.30
H -7.08 -1.66 2.24
H -8.34 -2.68 3.00
C 11.64 -4.95 -8.84
O 10.50 -5.70 -9.24
C 9.41 -5.45 -8.41
C 9.63 -5.91 -6.96
N 8.51 -5.36 -6.18
C 8.64 -3.90 -5.73
C 7.34 -3.20 -5.33
O 6.40 -4.08 -4.81
C 5.17 -3.61 -4.31
H 12.31 -4.87 -9.70
H 12.03 -5.41 -7.93
H 11.40 -3.94 -8.51
H 8.51 -5.83 -8.90
H 9.07 -4.42 -8.49
H 10.48 -5.43 -6.47
H 9.79 -6.98 -6.99
H 7.65 -5.62 -6.64
H 9.30 -3.42 -6.45
H 9.09 -4.04 -4.75
H 6.76 -2.70 -6.11
H 7.60 -2.47 -4.56
H 4.66 -2.95 -5.01
H 5.28 -3.05 -3.39
H 4.46 -4.40 -4.11
C 0.55 8.30 7.81
O -0.24 7.24 8.40
C -1.61 7.38 8.13
C -2.12 7.15 6.68
N -3.35 7.89 6.42
C -4.56 7.34 7.13
C -5.89 7.87 6.50
O -6.23 7.14 5.31
C -7.57 6.64 5.08
H -0.03 9.05 7.28
H 1.36 7.85 7.25
H 0.99 8.77 8.69
H -1.99 8.32 8.54
H -2.04 6.74 8.90
H -2.39 6.09 6.70
H -1.30 7.15 5.96
H -3.21 8.86 6.69
H -4.51 7.54 8.20
H -4.50 6.25 7.12
H -5.69 8.86 6.09
H -6.68 7.91 7.25
H -8.21 7.42 4.68
H -8.13 6.27 5.94
H -7.47 5.95 4.24
C 3.93 4.62 -2.77
O 2.97 4.33 -3.49
N 5.06 5.16 -3.09
N 3.90 4.55 -1.47
H 5.26 5.35 -4.06
H 5.68 5.13 -2.30
H 4.62 4.87 -0.83
H 2.98 4.36 -1.11

net charge	+2
E	-2022.96181	Eh
frontier orbital gap	0.0349	hartree
HOMO	-10.8	eV

***

4.
# C20H52O4

A cluster of 6 separate species, C20H52O4 in total (ωB97M-V with the def2-TZVPD basis set, OMol25).

Element x y z (Å)
C 2.33 4.88 2.21
C 3.79 4.17 2.51
C 4.45 3.59 1.16
C 5.50 2.51 1.29
C 6.78 2.92 2.07
C 7.79 1.86 2.02
H 2.60 5.90 1.76
H 1.75 4.94 3.20
H 1.72 4.39 1.49
H 3.69 3.23 2.98
H 4.39 5.00 2.99
H 4.81 4.33 0.50
H 3.64 3.05 0.57
H 5.95 2.25 0.36
H 5.05 1.63 1.81
H 6.43 2.96 3.16
H 7.26 3.90 1.83
H 8.08 1.66 1.02
H 7.31 0.93 2.37
H 8.86 2.30 2.50
C 2.57 0.88 1.88
C 1.66 0.24 0.77
C 0.58 -0.74 1.39
C -0.14 -1.70 0.41
C -1.14 -2.59 1.02
C -2.09 -3.38 0.04
H 2.96 0.21 2.50
H 1.84 1.40 2.40
H 3.56 1.39 1.42
H 2.10 -0.35 0.16
H 1.26 0.72 0.07
H -0.06 -0.22 2.14
H 1.01 -1.28 2.16
H 0.54 -2.00 -0.36
H -0.72 -1.07 -0.42
H -1.74 -2.02 1.68
H -0.60 -3.39 1.64
H -1.45 -4.14 -0.72
H -2.80 -2.61 -0.40
H -2.52 -3.87 0.81
C -2.43 1.87 1.00
C -1.75 1.98 -0.50
O -1.04 3.07 -0.49
H -1.57 1.89 1.63
H -3.02 0.97 1.33
H -2.94 2.77 1.19
H -2.68 1.98 -1.21
H -1.10 0.93 -0.59
H -0.55 3.09 -1.27
C 1.53 -0.70 -4.18
C 0.78 0.08 -3.05
O -0.49 0.18 -3.43
H 1.43 0.00 -5.01
H 1.23 -1.87 -4.39
H 2.72 -0.90 -4.07
H 1.20 0.95 -2.87
H 0.88 -0.17 -2.05
H -0.50 0.89 -4.07
C -4.94 -0.61 -1.02
C -4.32 -0.97 -2.24
O -5.05 -1.92 -2.89
H -4.49 0.36 -0.67
H -4.68 -1.42 -0.34
H -6.10 -0.75 -1.28
H -3.16 -1.17 -2.05
H -4.20 0.04 -2.76
H -4.32 -2.34 -3.51
C -5.82 -4.78 -0.57
C -6.87 -5.88 -0.87
O -6.35 -7.11 -1.22
H -5.16 -5.06 0.34
H -6.11 -3.63 -0.63
H -5.15 -4.69 -1.42
H -7.58 -5.48 -1.75
H -7.37 -5.92 0.18
H -7.08 -7.56 -1.66

SMILES	CCCCCC.CCCCCC.CCO.CCO.CCO.CCO
E	-1093.75227	Eh
ΔE to the lowest compared entry with this formula, charge and spin	121.6	kJ/mol
frontier orbital gap	0.3718	hartree
HOMO	-9.8	eV

***

5.
# C20H53N3O10PSn2

A structure of composition C20H53N3O10PSn2 (ωB97M-V with the def2-TZVPD basis set, OMol25).

Element x y z (Å)
Sn -13.32 0.78 9.00
Sn -16.88 -4.10 11.66
P -14.82 -1.55 10.88
O -13.49 -1.73 10.10
O -15.88 -2.20 9.95
O -15.01 -0.03 11.08
O -14.85 -2.32 12.21
C -18.65 -1.51 7.07
C -19.01 -2.16 8.40
C -20.26 -3.02 8.25
O -17.96 -3.00 8.89
H -18.66 -2.16 6.21
H -17.67 -1.02 7.17
H -19.38 -0.71 6.95
H -19.22 -1.43 9.19
H -21.08 -2.44 7.80
H -20.67 -3.15 9.26
H -20.15 -3.94 7.69
H -17.20 -2.44 9.17
C -14.19 3.51 12.11
C -13.52 2.40 12.92
C -14.46 1.86 13.98
O -13.06 1.36 12.07
H -13.84 3.65 11.09
H -14.05 4.48 12.60
H -15.28 3.39 12.13
H -12.67 2.87 13.43
H -14.51 2.52 14.86
H -14.27 0.85 14.34
H -15.51 1.84 13.66
H -13.77 0.69 11.92
C -17.90 -2.11 18.20
O -17.80 -1.02 17.31
C -18.06 -1.35 15.97
C -16.78 -1.43 15.17
N -17.07 -1.72 13.73
C -17.51 -0.47 13.08
C -18.61 -0.69 12.03
O -19.56 -1.66 12.46
C -20.89 -1.33 12.07
H -18.93 -2.40 18.45
H -17.47 -1.82 19.16
H -17.32 -2.94 17.79
H -18.72 -0.58 15.56
H -18.60 -2.31 15.93
H -16.27 -2.33 15.53
H -16.14 -0.55 15.22
H -16.14 -1.80 13.31
H -16.67 0.01 12.57
H -17.99 0.26 13.73
H -18.27 -1.03 11.04
H -19.09 0.29 11.90
H -21.23 -0.50 12.70
H -21.51 -2.22 12.20
H -20.95 -1.03 11.02
C -13.74 -3.33 15.71
C -13.23 -1.90 15.70
C -12.04 -1.54 16.55
O -12.36 -1.86 17.89
C -11.23 -1.95 18.72
N -12.84 -1.70 14.26
H -14.63 -3.37 15.08
H -14.07 -3.61 16.71
H -13.04 -4.07 15.32
H -14.04 -1.16 15.79
H -11.74 -0.49 16.44
H -11.23 -2.21 16.24
H -10.65 -1.02 18.74
H -10.53 -2.71 18.35
H -11.61 -2.18 19.71
H -13.69 -1.65 13.69
H -12.45 -0.76 14.13
C -17.48 2.95 9.68
C -17.45 1.82 8.68
C -17.72 2.17 7.23
O -19.12 2.38 7.14
C -19.44 3.10 5.96
N -16.23 0.99 8.82
H -16.68 3.68 9.51
H -17.46 2.58 10.70
H -18.40 3.53 9.53
H -18.24 1.14 9.05
H -17.48 1.37 6.52
H -17.20 3.12 7.01
H -19.10 2.56 5.08
H -19.02 4.12 5.95
H -20.51 3.33 5.93
H -16.25 0.50 9.71
H -16.15 0.33 8.05

net charge	+1
E	-2480.14352	Eh
ΔE to the lowest compared entry with this formula, charge and spin	0.0	kJ/mol
frontier orbital gap	0.2089	hartree
HOMO	-10.6	eV

***

no.,E_LUMO (eV),largest force on an atom (eV Å⁻¹)
1,0.0,1.229
2,-3.1,4.743
3,-9.8,5.382
4,0.4,9.045
5,-5.0,4.277